(1)
C5H9NO | ωB97M-V/def2-TZVPD

Atoms and positions in Å:
C1 1.88965 0.20720 -0.37149
O1 0.95066 1.05835 -0.06943
C2 -0.13406 0.81668 0.62451
C3 -0.65200 -0.85962 -1.49570
C4 -0.21714 -0.27324 1.63335
C5 -1.15775 1.78160 0.48679
N1 -2.06341 2.50764 0.38232
H1 2.10016 -0.63381 0.27589
H2 0.39893 -0.60294 -1.22430
H3 2.62219 0.57408 -1.06955
H4 -0.50481 -1.52824 -2.34025
H5 -1.25457 -0.00191 -1.82506
H6 -1.24016 -1.39941 -0.73958
H7 -1.26117 -0.43735 1.91685
H8 0.33560 0.02046 2.53655
H9 0.18788 -1.22948 1.27911

LUMO level (spin up / spin down) = -0.009 / 0.000 hartree
Energy relative to the best compared isomer or geometry (same formula, charge and spin) = 108.4 kcal/mol
Highest occupied orbital energy (spin up / spin down) = -8.21 / -8.08 eV
Spin multiplicity = 1
Orbital gap (spin up / spin down) = 8.0 / 8.1 eV

(2)
C5H9NO | ωB97M-V/def2-TZVPD

Atoms and positions in Å:
C1 -1.20260 -2.56305 -0.46099
N1 -0.59150 -1.28412 -0.34465
C2 -1.20026 -0.20786 -0.09187
C3 -0.28750 0.88087 -0.54711
C4 0.52198 1.42148 0.52686
O1 -0.35236 2.26526 -0.20883
C5 2.01218 1.57855 0.57775
H1 -0.69774 -3.30464 0.16281
H2 -1.00964 -2.83507 -1.50620
H3 -2.28441 -2.55567 -0.28489
H4 -2.19412 -0.06599 0.36993
H5 0.07767 1.17597 1.49385
H6 0.04952 0.66719 -1.55908
H7 2.27851 2.63056 0.69500
H8 2.35119 1.03645 1.46704
H9 2.52909 1.16009 -0.28961

LUMO level = 0.040 hartree
SMILES = C/N=C/[C@H]1O[C@@H]1C
Energy relative to the best compared isomer or geometry (same formula, charge and spin) = 76.2 kcal/mol
Highest occupied orbital energy = -9.40 eV
Spin multiplicity = 1
Orbital gap = 10.5 eV

(3)
C5H9NO | ωB97M-V/def2-TZVPD

Atoms and positions in Å:
C1 1.32687 0.72900 0.05358
C2 0.12091 -0.18857 0.19266
C3 0.54933 -1.43874 1.02490
C4 -1.23153 1.13067 0.04039
N1 -1.34019 0.54653 -1.24317
C5 -0.68689 -0.63582 -0.99847
O1 -0.89992 -1.74055 -1.44427
H1 2.24915 0.21590 -0.24191
H2 1.50268 1.16839 1.04479
H3 1.11990 1.54055 -0.64441
H4 0.91406 -1.22506 2.03172
H5 1.41033 -1.90392 0.49938
H6 -0.19948 -2.23459 1.06225
H7 -2.00045 0.88090 0.76446
H8 -1.16140 2.24025 -0.02598
H9 -1.67337 0.91506 -2.11593

LUMO level = 0.031 hartree
SMILES = CC1(C)CNC1=O
Energy relative to the best compared isomer or geometry (same formula, charge and spin) = 60.2 kcal/mol
Highest occupied orbital energy = -9.18 eV
Spin multiplicity = 1
Orbital gap = 10.0 eV

(4)
C5H9NO | ωB97M-V/def2-TZVPD

Atoms and positions in Å:
C1 1.25046 -1.30900 0.05750
C2 0.19667 -0.52784 0.83162
N1 0.65926 0.84050 1.20405
C3 -0.16614 1.73941 1.24602
O1 -0.91773 2.63638 1.29896
C4 -1.11732 -0.29196 0.11050
C5 -1.25337 -0.13015 -1.19977
H1 1.47598 -0.85751 -0.91134
H2 0.88217 -2.32814 -0.11276
H3 2.18312 -1.37433 0.62583
H4 0.03762 -1.05324 1.78026
H5 0.91991 1.48412 -1.00799
H6 -1.95272 -0.03668 0.75968
H7 -2.13163 0.34642 -1.62384
H8 -0.49007 -0.45222 -1.89842
H9 0.44979 1.43330 -1.57858

LUMO level = 0.036 hartree
SMILES = C=C[C@@H](C)N=C=O.[H][H]
Energy relative to the best compared isomer or geometry (same formula, charge and spin) = 62.3 kcal/mol
Highest occupied orbital energy = -10.00 eV
Spin multiplicity = 1
Orbital gap = 11.0 eV

(5)
C5H9NO | ωB97M-V/def2-TZVPD

Atoms and positions in Å:
C1 2.10368 -0.18872 0.11559
C2 0.71358 0.45652 0.10647
C3 -0.35472 -0.43367 -0.52761
N1 -1.66286 0.10949 -0.18492
C4 -2.65827 -0.16279 -0.91071
C5 0.30607 0.75503 1.53864
O1 0.55477 1.78743 2.11099
H1 2.10408 -1.11907 0.69799
H2 2.83520 0.49076 0.56341
H3 2.43636 -0.42937 -0.89985
H4 0.75938 1.41834 -0.41674
H5 -0.20184 -0.53408 -1.61360
H6 -0.28409 -1.44341 -0.09737
H7 -0.21145 -0.07990 2.06095
H8 -3.63457 0.23579 -0.63006
H9 -2.61079 -0.79009 -1.81151

LUMO level = 0.035 hartree
SMILES = C=NC[C@H](C)C=O
Energy relative to the best compared isomer or geometry (same formula, charge and spin) = 42.0 kcal/mol
Highest occupied orbital energy = -9.45 eV
Spin multiplicity = 1
Orbital gap = 10.4 eV

(6)
C5H9NO | ωB97M-V/def2-TZVPD

Atoms and positions in Å:
C1 2.00385 0.30278 -0.38872
C2 0.99859 -0.59932 0.25122
O1 1.03447 -1.39194 1.14437
H1 0.21605 -0.98254 -0.81011
H2 1.52492 0.98750 -1.08339
H3 2.48146 0.89196 0.39589
H4 2.74701 -0.30664 -0.90456
C3 -0.56248 0.73717 0.60905
C4 -0.92461 -0.38049 -0.55813
C5 -1.91599 -1.23612 -0.12418
N1 -0.42649 1.95459 0.24981
H5 -0.64437 2.60541 1.00314
H6 -0.87079 0.37914 1.59604
H7 -1.03148 0.17928 -1.48265
H8 -1.78293 -1.83276 0.76732
H9 -2.84720 -1.30804 -0.66510

LUMO level (spin up / spin down) = -0.006 / -0.006 hartree
Energy relative to the best compared isomer or geometry (same formula, charge and spin) = 148.6 kcal/mol
Highest occupied orbital energy (spin up / spin down) = -7.15 / -7.15 eV
Spin multiplicity = 1
Orbital gap (spin up / spin down) = 7.0 / 7.0 eV

(7)
C5H9NO | ωB97M-V/def2-TZVPD

Atoms and positions in Å:
C1 0.28275 1.19253 1.58462
C2 0.82815 0.49558 0.03150
C3 1.42040 -0.79800 -0.68094
C4 -0.00918 -1.10713 -1.19248
C5 -0.49614 0.03784 -0.37022
N1 -1.59620 0.46023 0.09723
O1 -2.55695 -0.50355 -0.17534
H1 1.19809 1.68243 1.75142
H2 0.13450 0.38362 2.28851
H3 -0.54052 1.96399 1.78195
H4 1.33815 1.34194 -0.38428
H5 2.17150 -0.56069 -1.45530
H6 1.78294 -1.54246 -0.00034
H7 -0.39488 -2.08906 -0.94726
H8 -0.14887 -0.87460 -2.25044
H9 -3.41373 -0.08265 -0.07864

LUMO level = 0.034 hartree
SMILES = C[C@H]1CC/C1=N\O
Energy relative to the best compared isomer or geometry (same formula, charge and spin) = 127.0 kcal/mol
Highest occupied orbital energy = -8.59 eV
Spin multiplicity = 1
Orbital gap = 9.5 eV

(8)
C5H9NO | ωB97M-V/def2-TZVPD

Atoms and positions in Å:
C1 -0.79911 1.37984 0.14619
C2 0.58453 1.63699 0.52069
C3 -0.83374 -0.91996 -0.99521
C4 0.54349 -0.46623 0.95029
C5 1.44967 -1.45099 0.68855
O1 -1.82995 -0.54888 -1.82252
N1 -0.62643 -0.24017 0.07532
H1 -1.74936 -1.01030 -2.66542
H2 -0.20332 -1.75992 -1.26039
H3 -1.54536 1.59154 0.90950
H4 -1.17160 1.69763 -0.82519
H5 0.80678 2.19255 1.42183
H6 1.30213 1.73923 -0.28452
H7 0.24479 -0.31536 1.98263
H8 1.74480 -1.70625 -0.32305
H9 2.08267 -1.81972 1.48130

LUMO level (spin up / spin down) = 0.011 / 0.011 hartree
Energy relative to the best compared isomer or geometry (same formula, charge and spin) = 124.1 kcal/mol
Highest occupied orbital energy (spin up / spin down) = -6.17 / -6.17 eV
Spin multiplicity = 1
Orbital gap (spin up / spin down) = 6.5 / 6.5 eV